Entry 1:
This record from the OMol25 dataset describes a gas-phase ion, C8H16 (charge -1) in a non-equilibrium geometry. The level of theory is the ωB97M-V functional and the def2-TZVPD basis.

CARTESIAN COORDINATES (ANGSTROEM)
C 1.05893 -0.04883 2.99567
C -0.40837 0.10241 2.56297
C -0.90622 -0.81026 1.43288
C 0.19086 -1.29041 0.47510
C 0.67748 -0.21819 -0.45525
C -0.17537 0.05193 -1.66635
C 0.18191 0.83623 -2.67698
C -0.70150 1.20451 -3.83462
H 1.69941 0.68124 2.50269
H 1.42219 -1.07044 2.86670
H 1.14756 0.14350 4.06611
H -1.04923 0.03682 3.44378
H -0.55930 1.12685 2.20048
H -1.43058 -1.68146 1.85186
H -1.65848 -0.33475 0.78879
H 1.04620 -1.69176 1.03527
H -0.13984 -2.17985 -0.07852
H 0.74096 0.71481 0.08039
H 1.68789 -0.47110 -0.78109
H -1.14505 -0.44875 -1.72788
H 1.11735 1.37915 -2.56129
H -0.17739 1.82773 -4.56151
H -1.57586 1.80129 -3.55264
H -1.04355 0.33932 -4.40656

Forces on the atoms, in the same order (eV/Å):
C -0.5 -0.2 0.5
C -0.1 0.8 -0.5
C 0.0 -0.9 -0.2
C 0.0 -0.9 0.5
C 0.1 0.0 -0.7
C -0.1 -0.3 -0.4
C -0.3 0.4 0.6
C 0.0 0.2 -0.5
H 0.2 -0.2 -0.3
H 0.2 0.2 -0.1
H 0.1 0.1 0.1
H -0.1 -0.3 -0.1
H 0.1 0.1 0.2
H 0.2 0.0 0.1
H 0.0 0.3 0.3
H -0.2 0.3 0.0
H -0.2 0.2 -0.2
H 0.3 0.4 0.4
H 0.1 0.2 -0.1
H 0.1 0.0 0.1
H 0.1 -0.1 -0.2
H 0.2 0.0 0.0
H 0.0 -0.2 0.2
H -0.1 -0.1 0.2

Results
Gap between HOMO and LUMO (spin up / spin down): 2.1 / 9.6 eV
Charge: -1
ΔE to the lowest compared entry with this formula, charge and spin: 0.0 kcal per mole
Spin multiplicity: 2
HOMO energy (spin up / spin down): 1.53 / -5.96 eV

Atom charges from the Löwdin analysis, given in e for atoms 1 to 8: -0.3303, -0.3346, -0.2533, -0.2890, -0.2867, -0.1610, -0.2465, -0.1716


Entry 2:
This record from the OMol25 dataset describes 7 unconnected molecules or ions with the total composition C13H40O7 in a non-equilibrium geometry. The level of theory is the ωB97M-V functional and the def2-TZVPD basis.

CARTESIAN COORDINATES (ANGSTROEM)
C 1.62469 -1.28889 -3.85456
C 1.99998 0.17336 -3.74416
C 1.24221 0.87680 -2.61840
O 3.40956 0.34233 -3.56016
H 1.94278 -1.66162 -4.82850
H 0.55891 -1.43032 -3.69156
H 2.15442 -1.88369 -3.10248
H 1.77767 0.67021 -4.69032
H 0.16583 0.78749 -2.79806
H 1.45690 1.94185 -2.62590
H 1.53438 0.37674 -1.69590
H 3.69962 -0.26944 -2.87653
C -1.72911 4.53195 -2.51534
C -0.40483 5.25729 -2.51571
C -0.07198 5.88117 -1.19274
O 0.59699 4.29804 -2.89498
H -2.51035 5.20838 -2.17244
H -1.68629 3.63636 -1.89312
H -1.96042 4.20825 -3.53085
H -0.46305 6.02100 -3.30458
H 0.82590 6.49134 -1.26254
H 0.08361 5.07873 -0.46761
H -0.91868 6.46496 -0.82654
H 1.41924 4.77721 -3.03672
C 2.73148 -2.83686 4.82233
C 1.97421 -3.41058 3.61603
C 0.78135 -4.21481 4.05980
O 1.69620 -2.37702 2.70148
H 2.89129 -3.55977 5.61886
H 2.13057 -2.01469 5.23707
H 3.66299 -2.37639 4.49687
H 2.67894 -4.07966 3.10726
H 0.24835 -4.66089 3.21804
H 0.08610 -3.62164 4.66642
H 1.07188 -5.03273 4.72289
H 0.79240 -2.05070 2.75818
C -0.19844 -0.91875 0.23113
C -0.44775 0.39696 0.92930
C -1.70896 1.05845 0.40655
O -0.46992 0.30516 2.36152
H 0.76207 -1.40934 0.40673
H -0.18893 -0.68684 -0.83582
H -0.96427 -1.65851 0.46719
H 0.37443 1.09414 0.74293
H -1.50690 1.51949 -0.56326
H -2.04649 1.82272 1.10345
H -2.50873 0.32696 0.24355
H -1.01453 -0.46658 2.58370
C -2.39299 -2.98758 -2.11882
O -1.76388 -2.69945 -3.34303
H -2.38946 -2.14465 -1.41989
H -3.43547 -3.28889 -2.28447
H -1.87959 -3.81160 -1.62737
H -2.18526 -1.92594 -3.72552
O -1.85382 1.10354 4.75198
H -2.46735 0.38525 4.92095
H -1.16061 0.73647 4.19026
O -1.70762 -2.18348 2.89817
H -2.48193 -2.59901 2.50678
H -1.85738 -2.22229 3.84848

Forces on the atoms, in the same order (eV/Å):
C 0.4 -0.1 -0.1
C 0.0 0.4 0.3
C 0.1 -0.2 -0.8
O 0.0 0.0 -0.3
H -0.2 -0.2 0.0
H -0.1 -0.2 -0.2
H -0.1 0.1 0.1
H 0.0 0.1 0.0
H 0.0 -0.1 0.2
H 0.2 0.0 0.3
H -0.2 0.3 0.3
H 0.0 0.0 0.1
C 0.1 -0.2 -0.2
C 0.0 -0.2 -0.7
C -0.2 -0.2 0.4
O -0.1 0.2 0.0
H -0.1 -0.1 0.1
H 0.0 0.1 0.2
H -0.1 0.0 0.0
H 0.1 0.1 0.1
H 0.0 0.1 0.1
H 0.2 0.1 0.0
H 0.2 0.3 -0.1
H 0.1 -0.1 0.0
C -0.6 0.7 -0.1
C 0.9 -0.2 0.7
C -0.5 -0.3 0.2
O 0.0 0.1 -0.5
H 0.2 -0.2 -0.1
H 0.0 -0.2 0.0
H 0.1 -0.2 0.1
H -0.2 0.0 -0.1
H -0.1 0.2 0.0
H 0.0 0.2 -0.2
H 0.2 0.0 -0.1
H 0.0 -0.1 0.2
C 0.4 -0.2 -0.4
C 0.4 0.6 0.5
C -0.2 -0.1 -0.2
O -0.1 -0.6 -0.1
H 0.0 0.3 0.4
H -0.4 -0.3 -0.1
H -0.2 0.1 -0.1
H 0.1 -0.2 -0.1
H 0.0 0.0 0.0
H 0.0 0.0 0.0
H 0.0 0.1 0.2
H 0.0 0.1 -0.2
C -0.7 -0.1 0.4
O 0.4 0.1 -0.1
H 0.1 0.1 -0.1
H 0.1 0.0 0.1
H 0.2 0.0 -0.2
H 0.0 0.0 0.0
O 0.0 0.0 0.3
H 0.0 0.0 0.0
H 0.0 0.3 -0.2
O -0.1 0.0 0.2
H 0.0 0.0 -0.1
H 0.0 -0.1 0.1

Results
Gap between HOMO and LUMO: 9.7 eV
ΔE to the lowest compared entry with this formula, charge and spin: 10.8 kcal per mole
Structure (SMILES): CC(C)O.CC(C)O.CC(C)O.CC(C)O.CO.O.O
HOMO energy: -9.87 eV

Atom charges from the Löwdin analysis, given in e for atoms 1 to 8: -0.0531, -0.4908, -0.0550, -0.0536, 0.0813, 0.0577, 0.0841, 0.1359